Entry 1:
Formula: C4H9NOS2
Source: OMol25
Level of theory: ωB97M-V with the def2-TZVPD basis set

* E: -29492.4173 eV
* HOMO (alpha / beta): -13.689 / -13.658 eV
* gap between HOMO and LUMO (alpha / beta): 9.676 / 5.422 eV

```
! wB97M-V def2-TZVPD RIJCOSX def2/J DEFGRID3
* xyz 1 2
N -1.1832 -0.5512 0.8781
C -0.1674 -1.5809 0.5952
C -0.4871 -2.4148 -0.6223
O 0.2133 -3.3412 -0.9318
C 1.2047 -0.8660 0.1898
S 1.2334 0.4804 -0.9499
S 1.2376 2.2981 -0.1727
C -0.2489 3.1554 -0.7196
H -0.7835 0.1643 1.4868
H -1.7839 -0.9744 1.5972
H 0.2660 -2.1177 1.4415
H -1.4073 -2.2425 -1.2191
H 1.6708 -0.7019 1.1745
H 1.8929 -1.5940 -0.2854
H -1.2388 2.7935 -0.4617
H -0.1770 4.1229 -0.2101
H -0.2416 3.3698 -1.7905
*
```

***

Entry 2:
Formula: C37H57ClIKN2O2P2S3Si4
Source: OMol25
Level of theory: ωB97M-V with the def2-TZVPD basis set

* E: -165918.7399 eV
* HOMO: -1.764 eV
* gap between HOMO and LUMO: 5.216 eV

```
! wB97M-V def2-TZVPD RIJCOSX def2/J DEFGRID3
* xyz -2 1
K 0.0209 -1.2713 0.4622
C -3.9094 0.7174 1.4924
P -2.8844 -0.5455 2.3376
C -2.7825 0.1392 4.0435
C -4.1715 -1.8592 2.5818
C -5.3197 -1.6168 3.3341
C -6.3019 -2.5816 3.4908
C -6.1428 -3.8181 2.8818
C -5.0048 -4.0759 2.1336
C -4.0041 -3.1146 1.9759
P -2.5034 -3.3951 0.9345
C -2.8790 -4.9910 0.1084
C -1.3377 -3.9832 2.2442
H -4.8218 0.9685 2.0395
H -4.1610 0.3305 0.5042
H -3.3084 1.6165 1.3515
H -3.7213 0.5444 4.4269
H -2.0307 0.9284 4.0362
H -2.4220 -0.6462 4.7092
H -5.4565 -0.6464 3.7972
H -7.1894 -2.3668 4.0744
H -6.9050 -4.5819 2.9850
H -4.9000 -5.0436 1.6597
H -3.0848 -5.8224 0.7875
H -1.9994 -5.2341 -0.4913
H -3.7138 -4.8542 -0.5804
H -1.7384 -4.8058 2.8422
H -1.0931 -3.1431 2.8987
H -0.4089 -4.3034 1.7645
S -2.9907 -0.9850 -2.0853
C -1.8440 -2.0903 -2.6520
N -0.8458 -2.6312 -1.9972
C -0.0995 -3.4935 -2.7649
C 1.0112 -4.2043 -2.3092
C 1.7006 -5.0245 -3.1862
C 1.2929 -5.1594 -4.5149
C 0.1784 -4.4713 -4.9796
C -0.5087 -3.6449 -4.1025
S -1.9097 -2.6524 -4.3599
H 1.3231 -4.0892 -1.2786
H 2.5767 -5.5570 -2.8351
H 1.8493 -5.7985 -5.1897
H -0.1419 -4.5719 -6.0097
Cl 6.4256 -2.6842 -3.5901
C 5.1937 -2.6278 -2.3386
C 5.3272 -3.4227 -1.2391
C 4.3572 -3.4100 -0.2291
I 4.5648 -4.7081 1.4005
C 3.1991 -2.6120 -0.2635
O 2.2796 -2.6254 0.5990
C 3.1123 -1.7406 -1.4466
N 2.0241 -0.9404 -1.4977
C 1.8298 -0.1846 -2.5498
C 2.7151 -0.1658 -3.6414
C 3.8364 -0.9434 -3.6000
C 4.0763 -1.7680 -2.4805
H 6.1869 -4.0743 -1.1539
H 0.9391 0.4371 -2.5439
H 2.5035 0.4653 -4.4948
H 4.5428 -0.9449 -4.4198
C 2.6964 0.3796 2.1403
S 1.8141 -0.3577 3.5184
C 2.7940 -1.8702 3.6140
O 0.4571 -0.7677 3.0252
H 3.6913 0.6287 2.5106
H 2.1520 1.2738 1.8392
H 2.7486 -0.3332 1.3153
H 2.7683 -2.2459 4.6353
H 3.8202 -1.6822 3.3041
H 2.3435 -2.5700 2.9101
C 2.4037 3.6192 -2.7066
Si 2.2585 3.5492 -0.8155
C 2.7905 5.2967 -0.2918
C 3.7615 2.4976 -0.3181
Si 0.2340 2.6711 -0.0049
Si -1.1701 3.5342 -1.6610
C -3.0001 3.3031 -1.2349
C -1.0390 5.3707 -2.1389
C -0.9781 2.5613 -3.2700
Si -0.1199 4.1737 1.7394
C 1.1415 3.8387 3.1228
C -0.0785 6.0653 1.5449
C -1.7974 3.8929 2.5833
H 3.3915 4.0106 -2.9735
H 1.6468 4.2586 -3.1653
H 2.3122 2.6252 -3.1446
H 3.7698 5.5268 -0.7267
H 2.8746 5.3836 0.7944
H 2.0771 6.0504 -0.6323
H 4.6451 2.8261 -0.8761
H 3.6022 1.4373 -0.5286
H 3.9853 2.5991 0.7480
H -3.2816 3.7665 -0.2881
H -3.2274 2.2363 -1.1779
H -3.6235 3.7375 -2.0241
H -1.4095 5.9963 -1.3243
H -1.6431 5.5834 -3.0277
H -0.0094 5.6751 -2.3434
H -1.2533 1.5170 -3.0954
H 0.0351 2.5909 -3.6735
H -1.6578 2.9576 -4.0325
H 2.1677 3.9885 2.7749
H 1.0566 2.8052 3.4713
H 0.9739 4.4993 3.9803
H 0.9227 6.4323 1.3159
H -0.4070 6.5316 2.4809
H -0.7450 6.4019 0.7500
H -1.9030 2.8587 2.9157
H -2.6289 4.1099 1.9104
H -1.8940 4.5439 3.4592
*
```

***

Entry 3:
Formula: C4H8N2S
Source: OMol25
Level of theory: ωB97M-V with the def2-TZVPD basis set

* E: -18091.5404 eV
* HOMO: -8.115 eV
* gap between HOMO and LUMO: 8.738 eV

```
! wB97M-V def2-TZVPD RIJCOSX def2/J DEFGRID3
* xyz 0 1
C -2.1954 -0.1783 1.1257
C -1.3778 0.9712 0.6398
C -0.3859 0.8305 -0.2399
C 0.9814 -0.8371 -1.3402
H -3.2752 0.0688 1.0616
H -1.9690 -1.0098 0.4440
H -1.9717 -0.4014 2.1988
H -1.6134 1.9319 1.1428
H 0.1193 1.7347 -0.5662
H 0.9505 -1.7894 -1.9203
H 3.0089 -0.8786 -1.6119
H 2.7767 -0.3138 1.0709
N -0.1390 -0.4066 -0.8759
N 2.2674 -0.3607 -1.2002
S 2.8232 0.6386 0.0709
*
```

***

Entry 4:
Formula: C6H10O
Source: OMol25
Level of theory: ωB97M-V with the def2-TZVPD basis set

* E: -8429.1931 eV
* HOMO: -9.216 eV
* gap between HOMO and LUMO: 10.107 eV

```
! wB97M-V def2-TZVPD RIJCOSX def2/J DEFGRID3
* xyz 0 1
C 1.6682 1.3013 1.1573
O 0.7995 1.4376 1.9811
C -0.7025 -0.4237 -0.2670
C -1.7541 0.6525 -0.3696
C -0.9182 -1.4852 0.7830
C 0.3700 -0.4112 -1.0183
C 1.4664 -0.3720 -1.7290
H 1.8134 2.0162 0.3209
H 2.3861 0.4569 1.1917
H 2.3473 0.1582 -1.3675
H -1.8573 1.1628 0.5963
H -2.7288 0.2167 -0.6222
H -1.4955 1.3939 -1.1296
H -1.8504 -2.0325 0.5943
H -1.0017 -1.0124 1.7698
H -0.0914 -2.1998 0.8060
H 1.5490 -0.8593 -2.6973
*
```

***

Entry 5:
Formula: C24H72ClO16S12
Source: OMol25
Level of theory: ωB97M-V with the def2-TZVPD basis set

* E: -201344.4638 eV
* HOMO: -6.694 eV
* gap between HOMO and LUMO: 8.406 eV

```
! wB97M-V def2-TZVPD RIJCOSX def2/J DEFGRID3
* xyz -1 1
Cl 0.5971 -0.7214 0.7776
O 0.8159 -0.7830 -0.6524
O -0.8049 -0.8197 1.1611
O 1.3246 -1.8046 1.2783
O 1.1525 0.4838 1.3238
C -5.6151 0.7677 -2.8680
S -4.1970 -0.4559 -2.7333
O -3.5704 -0.5205 -4.1194
C -3.2104 0.6340 -1.6566
H -6.0290 1.0833 -1.9103
H -6.3635 0.3826 -3.5606
H -5.2072 1.6720 -3.3194
H -3.6267 0.8923 -0.6829
H -3.1447 1.5654 -2.2191
H -2.2085 0.2190 -1.5468
C 0.5802 0.0133 5.0439
S 2.4177 -0.0023 4.7730
O 3.1107 0.5538 5.9971
C 2.7318 -1.8221 4.8833
H 0.2511 1.0194 5.3037
H 0.5429 -0.7530 5.8182
H -0.0316 -0.3182 4.2050
H 2.1545 -2.4130 4.1723
H 2.3546 -2.0780 5.8734
H 3.7797 -2.0873 4.7430
C -0.0255 0.2312 -3.6944
S -0.6454 1.6585 -4.6097
O 0.5229 2.5828 -4.9679
C -0.8397 0.7194 -6.1732
H -0.5845 -0.6919 -3.8481
H 0.1016 0.4976 -2.6452
H 0.9524 -0.0182 -4.1062
H 0.0954 0.3502 -6.5943
H -1.2846 1.3697 -6.9264
H -1.4481 -0.1812 -6.0905
C 2.7480 -4.2565 -0.7680
S 2.0595 -4.8684 -2.4247
O 0.7255 -5.5472 -2.2311
C 1.6235 -3.2687 -3.1490
H 1.9429 -4.0525 -0.0622
H 3.4250 -3.4137 -0.9077
H 3.3261 -5.0718 -0.3332
H 1.3152 -3.4389 -4.1806
H 2.4354 -2.5468 -3.2374
H 0.8951 -2.7073 -2.5640
C -4.2809 -1.8640 4.0560
S -3.8822 -3.0293 2.6595
O -4.9916 -4.1200 2.7595
C -4.3342 -1.9134 1.2630
H -5.2913 -1.4649 3.9673
H -3.4553 -1.1629 4.1788
H -4.3697 -2.5052 4.9330
H -5.4138 -1.8148 1.3767
H -4.0446 -2.3235 0.2955
H -3.8814 -0.9254 1.3463
C -1.6957 -3.2609 -1.4853
S -3.1348 -4.4463 -1.2772
O -4.2519 -4.1936 -2.2854
C -2.3672 -6.0454 -1.9091
H -0.9196 -3.5108 -0.7619
H -1.9856 -2.2423 -1.2275
H -1.2780 -3.3288 -2.4898
H -1.9173 -5.8180 -2.8755
H -3.0716 -6.8724 -1.9987
H -1.6810 -6.5342 -1.2175
C 2.1402 -5.7851 2.6052
S 0.7437 -6.2318 1.4501
O 0.4354 -7.7194 1.7687
C -0.5144 -5.1506 2.2893
H 3.0583 -6.3007 2.3234
H 1.9937 -6.1116 3.6348
H 2.3540 -4.7164 2.5892
H -0.3928 -5.1300 3.3723
H -1.5515 -5.4516 2.1412
H -0.3767 -4.1693 1.8351
C 4.3546 3.9382 -3.6858
S 3.5756 3.9530 -1.9982
O 2.7803 5.2487 -1.9805
C 2.6292 2.4796 -2.2377
H 4.9611 4.8213 -3.8869
H 3.6016 3.9388 -4.4739
H 5.0426 3.1000 -3.7957
H 2.2056 2.0945 -1.3102
H 3.1641 1.6961 -2.7746
H 1.8234 2.6913 -2.9406
C 4.0896 -0.3838 -0.4866
S 5.6350 0.5046 -1.0706
O 5.4466 1.3073 -2.3809
C 5.7326 1.6513 0.3518
H 4.4324 -1.1074 0.2530
H 3.7752 -1.0264 -1.3090
H 3.2731 0.2503 -0.1415
H 4.8245 2.2377 0.4921
H 6.5879 2.3180 0.2425
H 5.8100 1.0813 1.2777
C 2.0945 3.9184 1.7615
S 3.8856 4.4156 1.9801
O 4.0232 5.8686 2.4560
C 4.2323 3.2781 3.4072
H 1.8886 2.8584 1.9106
H 1.7190 4.3198 0.8203
H 1.5255 4.4746 2.5065
H 3.7589 2.3206 3.1898
H 3.8263 3.7772 4.2870
H 5.3040 3.1543 3.5626
C -0.7512 4.1584 -1.8256
S -2.5871 4.4492 -2.0000
O -2.9105 5.4582 -0.8643
C -2.5773 5.5698 -3.4905
H -0.5751 3.5899 -0.9124
H -0.0822 5.0189 -1.8346
H -0.3923 3.6314 -2.7097
H -1.8722 6.3894 -3.6290
H -3.4538 6.1854 -3.6932
H -2.3685 4.8771 -4.3058
C -3.1594 4.1059 4.8618
S -2.8335 2.6074 3.9091
O -3.5777 1.5276 4.7099
C -3.8526 2.9685 2.4277
H -4.2380 4.1540 5.0119
H -2.8522 5.0430 4.3975
H -2.5638 3.9760 5.7654
H -3.3656 3.7623 1.8614
H -4.8551 3.3584 2.6040
H -3.9217 2.0780 1.8028
*
```

***

Entry 6:
Formula: C11H5HgN5O5
Source: OMol25
Level of theory: ωB97M-V with the def2-TZVPD basis set

* E: -33350.2334 eV
* HOMO (alpha / beta): -3.054 / -4.437 eV
* gap between HOMO and LUMO (alpha / beta): 5.162 / 6.538 eV

```
! wB97M-V def2-TZVPD RIJCOSX def2/J DEFGRID3
* xyz -1 2
Hg -0.1382 -0.8674 -1.2539
N 4.2692 -0.9172 -0.7599
C 3.2940 -1.0285 -1.6565
N 2.1501 -1.1737 -1.0341
C 2.4698 -1.1096 0.3215
N 3.7844 -0.9654 0.5068
C 1.4678 -1.1391 1.3314
C 1.7631 -1.0505 2.7001
N 0.8597 -1.0030 3.6482
C -0.4481 -1.0136 3.2150
C -0.7843 -1.1088 1.8972
N 0.1390 -1.2126 0.9166
H 5.2499 -0.7716 -0.9053
H 3.4335 -1.0192 -2.7247
H 2.8051 -1.0150 3.0057
H -1.2112 -0.9414 3.9781
H -1.8214 -1.1136 1.5803
O -4.4796 3.5139 -1.4795
C -3.6296 2.6592 -1.4429
C -2.1338 2.8804 -1.4062
O -1.5692 3.9504 -1.2948
C -1.5382 1.5532 -1.5351
C -2.5452 0.5538 -1.5747
O -2.2949 -0.7131 -1.6656
C -3.8667 1.1646 -1.4422
O -4.9448 0.6121 -1.3408
O -0.2805 1.2755 -1.5845
*
```

***

Entry 7:
Formula: C4H8NO2
Source: OMol25
Level of theory: ωB97M-V with the def2-TZVPD basis set

* E: -9863.2437 eV
* HOMO: -4.083 eV
* gap between HOMO and LUMO: 8.112 eV

```
! wB97M-V def2-TZVPD RIJCOSX def2/J DEFGRID3
* xyz -1 1
C 2.7177 -0.9827 -0.1970
C -1.2044 -0.8673 -0.1931
C -0.1847 1.1713 0.3959
C -1.4564 0.5129 -0.0123
N -2.5503 1.0886 -0.0980
O 1.6326 -0.9939 -0.6933
O 3.1201 -1.3558 0.9112
H 3.5413 -0.5908 -0.8415
H -0.1902 -1.1840 0.2101
H -1.0404 -1.1026 -1.3156
H -2.0654 -1.5292 0.1885
H 0.4893 0.8670 -0.4287
H 0.0483 0.6939 1.3611
H -0.2360 2.2209 0.6196
H -2.6216 2.0516 0.0931
*
```

***

Entry 8:
Formula: C5H7NO
Source: OMol25
Level of theory: ωB97M-V with the def2-TZVPD basis set

* E: -8832.6433 eV
* HOMO: -8.790 eV
* gap between HOMO and LUMO: 9.382 eV

```
! wB97M-V def2-TZVPD RIJCOSX def2/J DEFGRID3
* xyz 0 1
C 0.3869 1.4721 0.4589
C 0.9625 0.1607 -0.0042
C 1.3509 -0.7704 1.0375
N 1.6348 -1.4757 1.9063
C -0.4194 0.0577 -0.5110
O -0.8058 0.6089 -1.7015
C -1.2538 -1.2158 -0.1781
H -0.0055 1.6012 1.4594
H 1.0330 2.3419 0.1662
H -0.4503 1.4986 -1.6028
H 1.7025 0.2651 -0.7899
H -1.9330 -1.4737 -1.0166
H -1.8586 -1.0482 0.7135
H -0.6015 -2.0944 0.0081
*
```

***

Entry 9:
Formula: C3H11NO2
Source: OMol25
Level of theory: ωB97M-V with the def2-TZVPD basis set

* E: -8872.4708 eV
* HOMO: -7.922 eV
* gap between HOMO and LUMO: 8.545 eV

```
! wB97M-V def2-TZVPD RIJCOSX def2/J DEFGRID3
* xyz 0 1
C 0.5791 -1.8202 0.3073
C -0.5792 -0.7902 0.6038
C -0.5117 0.0603 1.6906
N -1.6267 -0.7320 -0.2358
H 1.4613 -1.1397 0.4845
H 0.5938 -2.8542 0.7913
H 0.5368 -1.8893 -0.7894
H -1.2955 0.3338 2.3646
H 0.5068 0.1909 2.0229
H -1.5308 -0.7147 -1.3180
H -2.2862 -0.0569 -0.1416
H 0.0477 0.8161 -1.4536
H 1.0769 1.0370 -2.6085
O 0.3354 0.4680 -2.3906
H 0.1784 2.0265 0.0634
H 1.4260 2.6862 0.7120
O 1.0878 2.3783 -0.1030
*
```

***

Entry 10:
Formula: C4H6N2
Source: OMol25
Level of theory: ωB97M-V with the def2-TZVPD basis set

* E: -7219.9735 eV
* HOMO (alpha / beta): -8.049 / -7.823 eV
* gap between HOMO and LUMO (alpha / beta): 7.999 / 7.479 eV

```
! wB97M-V def2-TZVPD RIJCOSX def2/J DEFGRID3
* xyz 0 1
C 0.6629 -1.3726 -1.3355
C -0.5140 -0.1046 0.6604
C 0.5530 0.1248 -1.5063
C -1.3505 0.7071 1.6840
N -0.0332 0.5115 -0.3185
N 1.4740 -2.0859 -0.7740
H 1.4865 0.6343 -1.7038
H -0.0473 0.5396 -2.4022
H -0.6414 1.1318 2.3267
H -1.9676 0.0038 2.1608
H -1.9151 1.5993 1.3242
H 2.2926 -1.6891 -0.1157
*
```

***

Entry 11:
Formula: C6H7P
Source: OMol25
Level of theory: ωB97M-V with the def2-TZVPD basis set

* E: -15618.2861 eV
* HOMO: -8.433 eV
* gap between HOMO and LUMO: 9.061 eV

```
! wB97M-V def2-TZVPD RIJCOSX def2/J DEFGRID3
* xyz 0 1
C 1.6153 1.2496 -0.0663
C 0.3157 1.4773 0.0246
C 0.2826 -0.9268 0.0832
C 0.8146 0.3072 0.7618
C -1.1564 1.0017 -0.7325
C -1.0290 -0.4750 -0.5570
P -2.4416 0.3649 0.3780
H 2.5575 1.5336 -0.0194
H 0.9789 -1.1954 -0.7870
H 0.0810 -1.7966 0.7548
H 1.0666 0.1173 1.7550
H -1.6041 1.6136 -1.4853
H -1.2447 -1.0120 -1.4628
H -1.8026 0.6336 1.4903
*
```

***

Entry 12:
Formula: C11H16BClHfN6
Source: OMol25
Level of theory: ωB97M-V with the def2-TZVPD basis set

* E: -35095.4775 eV
* HOMO: -14.157 eV
* gap between HOMO and LUMO: 4.652 eV

```
! wB97M-V def2-TZVPD RIJCOSX def2/J DEFGRID3
* xyz 2 1
H 1.2472 3.6869 1.2105
N 0.6649 2.0030 0.0462
B -0.0774 0.4147 -1.9372
N 0.3073 1.7859 -1.2718
C 0.6270 2.8972 -1.9595
Hf 1.1773 0.5762 1.5755
H 0.5417 2.8885 -3.0280
C 1.0161 3.8852 -1.0553
H 1.2945 4.8974 -1.3065
C 0.9904 3.3330 0.2058
H 0.2279 0.5476 -3.1237
C -2.4848 -2.5674 3.8306
H -2.1942 -3.3519 4.4863
H -1.6875 -2.3677 3.1578
H -3.3293 -2.8898 3.2707
N -1.5781 -0.0265 -1.7214
N 0.9504 -0.6297 -1.3891
N -1.8946 -0.1651 -0.4688
N 1.3904 -0.7580 -0.0834
C -2.6496 -0.3199 -2.5430
C 1.7289 -1.3972 -2.1600
H -2.5212 -0.2481 -3.6306
H 1.6175 -1.3623 -3.2339
C -3.7576 -0.7011 -1.6867
C 2.5559 -2.1607 -1.3542
C -3.2144 -0.5916 -0.4140
C 2.3108 -1.7910 -0.0450
H -4.7589 -1.0075 -1.9794
H 3.2601 -2.9100 -1.6800
H -3.6578 -0.7968 0.5528
H 2.7500 -2.0678 0.9071
H -2.7131 -1.7520 4.3517
Cl 1.6826 1.5357 3.7919
C 3.0256 0.5904 2.8238
H 3.9010 1.2200 2.5607
H 3.2512 -0.3993 3.3001
*
```